45
Properties=species:S:1:pos:R:3:forces:R:3:nbo_charge:R:1 method="wB97M-V/def2-TZVPD" charge=+1 multiplicity=1 e_homo_ha=-0.4272 orbital_gap_ev=8.85 de_lowest_kcal_mol=72.9 largest_force_ha_per_bohr=0.0704
C -1.22334 0.50545 -1.42117 1.9 -0.7 3.0 -0.248
C -0.17743 -0.62756 -1.62126 -0.9 0.4 -2.3 -0.420
C 0.19653 -1.41485 -0.39716 1.4 -0.4 0.5 -0.445
C 2.50805 -2.21721 -1.25143 -1.3 2.7 -1.5 -0.169
C 1.46925 -2.27825 -0.43008 0.1 -1.1 0.4 0.006
C 1.51673 -3.22505 0.72669 -1.1 -1.7 -0.8 -0.689
C 3.92013 -2.62450 -1.15435 0.7 -2.7 -0.6 -0.678
N -2.60681 -0.01340 -1.32814 -0.7 -0.3 1.4 -0.710
H -1.04830 0.75703 -0.36826 0.1 0.8 -0.3 0.227
H -1.04493 1.38853 -2.01733 -0.7 -0.1 -0.5 0.260
H 0.70626 -0.18348 -2.14169 -0.6 -0.3 0.7 0.248
H -0.65824 -1.25631 -2.39785 0.6 -0.3 0.2 0.208
H -0.52513 -2.12823 0.00316 -0.7 0.4 -0.4 0.210
H 0.42047 -0.72076 0.43756 -0.3 0.0 -0.2 0.204
H 2.24409 -1.54588 -2.07882 0.7 -0.1 -0.1 0.180
H 1.88660 -4.22028 0.46339 1.4 0.5 -0.2 0.241
H 0.52245 -3.70347 0.90604 0.1 1.5 0.9 0.221
H 2.07663 -2.75981 1.51383 -0.2 -0.3 1.1 0.226
H 4.21064 -2.87291 -0.12613 0.2 0.5 -0.2 0.226
H 4.10664 -3.58638 -1.70263 -0.6 0.2 0.5 0.238
H 4.66618 -2.07133 -1.73642 -0.5 0.9 0.7 0.243
H -2.63470 -0.91754 -0.83207 0.5 -0.4 -1.2 0.431
H -3.10108 0.03834 -2.21433 -0.6 -0.3 -0.4 0.460
H -3.16707 0.43579 -0.57271 0.4 1.5 -0.7 0.476
H 1.07011 2.93453 3.89227 -0.2 -0.1 0.1 0.464
H 1.74300 2.68231 5.20838 -0.2 -0.1 0.2 0.474
O 0.91253 2.50694 4.74540 0.4 0.2 -0.3 -0.938
H 0.42117 -2.06254 4.40682 0.3 -0.2 -0.1 0.461
H 0.38611 -1.16446 5.63339 0.1 0.1 0.1 0.476
O -0.14734 -1.77217 5.11767 -0.3 0.1 0.0 -0.937
H -2.83554 2.53492 0.91875 0.1 0.1 0.4 0.487
H -4.05215 1.56953 1.27023 0.6 0.7 -0.2 0.492
O -3.60594 2.08957 0.57419 -0.9 -0.8 -0.4 -0.958
H -4.27186 -0.05051 -4.46676 -0.1 0.2 0.1 0.493
H -4.91107 -0.55282 -3.18562 -0.4 0.1 -0.2 0.475
O -4.51804 0.23866 -3.57468 0.5 -0.5 0.1 -0.942
H 4.47773 2.75201 -1.82220 0.1 0.2 -0.2 0.487
H 3.80065 1.75014 -0.92755 -0.1 0.1 -0.2 0.476
O 3.60205 2.44722 -1.56942 0.3 -0.6 0.4 -0.956
H 1.83242 3.25075 -1.22013 0.2 0.4 -0.6 0.486
H 1.77774 4.22640 -2.41669 0.3 0.0 -0.1 0.475
O 1.25430 3.85079 -1.71238 -0.9 -0.2 0.6 -0.967
H -1.88981 0.89604 2.40189 0.7 -0.4 0.6 0.497
H -1.24252 -0.51828 1.92773 0.2 0.4 0.8 0.497
O -1.92318 0.14640 1.80912 -0.8 -0.3 -1.3 -0.988

***

47
Properties=species:S:1:pos:R:3:forces:R:3:nbo_charge:R:1 method="wB97M-V/def2-TZVPD" multiplicity=1 e_homo_ha=-0.3192 orbital_gap_ev=8.74 de_lowest_kcal_mol=80.9 largest_force_ha_per_bohr=0.0608
C 2.02591 2.07451 -3.28819 2.3 0.2 0.7 -0.666
C 1.06486 1.06009 -2.75325 0.9 -1.4 -0.1 -0.201
C 1.48027 -0.00576 -2.03579 -2.2 0.8 0.3 -0.193
C 0.35723 -0.78013 -1.38605 -1.6 -2.1 -1.6 -0.467
C -0.30401 -0.07244 -0.19278 1.5 0.7 -0.6 -0.409
C -0.98616 -0.97011 0.80202 -1.0 -1.6 0.0 -0.524
C -0.11516 -1.93056 1.68830 -0.6 2.5 -1.7 0.502
O 1.06911 -2.04135 1.53073 0.0 -0.4 0.3 -0.575
H 2.23524 2.97998 -2.69621 -0.9 -0.1 0.3 0.214
H 3.07971 1.69140 -3.28687 -0.9 -0.4 0.1 0.225
H 1.94554 2.43528 -4.28282 -0.9 0.1 -1.1 0.213
H 0.00448 0.94594 -3.02991 0.4 1.0 0.0 0.198
H 2.48202 -0.18059 -1.70434 0.1 0.2 -0.1 0.229
H -0.48276 -1.05154 -2.15277 1.0 1.4 0.8 0.193
H 0.50807 -1.84615 -1.21522 1.1 0.2 0.9 0.242
H 0.41395 0.61487 0.36201 -1.0 -1.1 -0.8 0.206
H -0.96664 0.62933 -0.71272 -0.4 0.0 0.8 0.226
H -1.77084 -1.68240 0.38621 1.0 0.5 -0.3 0.218
H -1.67640 -0.33062 1.32203 0.0 0.2 1.3 0.245
H -0.68398 -2.46875 2.43481 -0.1 -0.6 0.5 0.105
O 4.30303 0.10380 -1.29636 0.6 0.2 0.0 -0.957
H 4.37732 -0.82080 -1.04069 0.0 -0.2 0.3 0.495
H 5.11212 0.50698 -0.97356 0.1 0.1 0.0 0.474
O -3.56103 2.61130 1.42882 -1.4 -0.8 -0.8 -1.010
H -3.29183 3.37410 0.90783 0.5 -0.1 0.7 0.476
H -3.02683 2.45142 2.22460 0.4 0.9 -0.6 0.507
O -4.45062 1.36242 -1.23738 -0.1 -0.7 -0.9 -0.986
H -4.49639 1.57964 -0.30902 0.2 0.8 0.5 0.516
H -4.29273 2.09843 -1.82422 0.0 0.5 0.5 0.483
O 1.17526 -3.91979 -1.52051 -1.3 1.1 1.1 -0.983
H 1.29585 -4.79864 -1.17212 0.8 -0.3 -0.9 0.494
H 1.60339 -3.59709 -2.30712 0.6 -1.0 -0.2 0.496
O -1.66776 2.83007 3.20319 1.1 -0.4 0.4 -0.945
H -0.78667 2.60006 2.85857 -0.2 0.4 -0.4 0.491
H -1.73124 2.11735 3.84244 -0.4 -0.3 0.5 0.483
O 3.75798 -2.19973 0.78927 -0.7 -0.3 0.8 -0.974
H 2.81456 -2.28003 1.04419 0.1 0.4 -0.9 0.503
H 4.10507 -2.48125 1.64233 0.8 0.0 -0.1 0.461
O -1.22266 -0.18576 4.01585 0.5 0.5 1.5 -0.954
H -0.90541 -0.07323 4.95524 -0.5 -0.4 -1.5 0.482
H -1.85358 -0.91188 4.03650 -0.1 0.0 0.2 0.478
O -4.71727 -1.23912 -1.48865 0.6 0.1 0.1 -0.960
H -3.92186 -1.17962 -0.93465 -0.3 -0.3 -0.2 0.452
H -4.73931 -0.31518 -1.79929 -0.3 -0.3 0.2 0.492
O 1.81752 1.10704 1.92101 0.0 0.1 0.0 -0.958
H 1.95244 0.74362 1.03120 0.3 0.1 0.4 0.486
H 2.67021 1.44492 2.21334 0.0 -0.1 -0.2 0.473

***

61
Properties=species:S:1:pos:R:3:forces:R:3:lowdin_charge:R:1 method="wB97M-V/def2-TZVPD" charge=+1 multiplicity=1 e_homo_ha=-0.4397 orbital_gap_ev=4.55 de_lowest_kcal_mol=0.0 largest_force_ha_per_bohr=0.1244
Y -1.73645 -5.98129 6.74309 2.1 5.6 -2.3 2.019
O -5.50141 -1.82175 4.06314 0.0 -0.1 -1.1 0.191
C -5.48934 -1.55336 5.20996 0.1 -0.2 1.1 -0.396
O -4.53350 -0.88584 5.85872 0.4 0.2 0.2 0.204
B -4.84156 -0.81061 7.29041 -1.2 0.2 -0.8 -0.907
O -6.01601 -1.68279 7.46601 -0.1 0.0 0.5 0.224
C -6.48277 -2.07886 6.28784 0.5 0.4 -0.8 -0.399
O -7.41245 -2.77583 6.04671 -0.3 -0.3 0.4 0.177
O -5.04236 0.57203 7.71572 -0.1 -0.5 0.4 0.264
C -4.14880 0.89888 8.63804 0.3 -0.2 -1.6 -0.388
O -3.99474 1.95421 9.12721 0.2 1.1 1.1 0.216
C -3.19919 -0.31068 8.79444 -0.9 -0.1 1.0 -0.345
O -3.74392 -1.31618 8.14089 1.0 -0.7 -0.3 0.197
O -2.24052 -0.39320 9.51830 0.5 -0.1 -0.2 0.116
C -1.54083 -1.96197 4.93673 0.3 -1.3 0.0 0.003
C -0.49821 -2.88291 5.57300 0.9 0.8 0.5 -0.496
C -0.13725 -2.45788 6.98943 -0.2 0.4 0.1 -0.046
O -0.84237 -4.26610 5.51633 -1.7 -3.7 2.1 -0.346
H -1.30149 -0.90933 5.06358 0.0 0.0 0.2 0.092
H -2.50126 -2.22957 5.37541 -0.2 0.5 -0.2 0.071
H -1.52903 -2.19709 3.87404 -0.4 0.3 -0.1 0.086
H 0.43154 -2.76832 5.01011 -0.1 -0.1 -0.2 0.109
H 0.44194 -1.53141 6.93686 0.0 -0.1 0.0 0.083
H 0.46978 -3.18192 7.54176 0.0 -0.1 -0.1 0.059
H -1.00813 -2.22443 7.60502 -0.1 -0.1 -0.1 0.055
O 4.12255 -2.30995 6.36901 -0.3 0.0 0.2 -0.048
H 3.42947 -2.40250 7.03453 0.2 0.1 0.2 0.021
H 4.93571 -2.32079 6.88906 0.0 -0.1 -0.1 0.067
O -1.70280 -3.34396 9.58797 -0.1 -0.2 -0.1 -0.071
H -2.19342 -2.53864 9.81907 0.1 0.0 0.0 0.034
H -0.78154 -3.16127 9.83621 -0.1 -0.2 0.1 0.000
O 3.71697 -3.88390 9.08006 -0.3 0.0 -0.4 -0.056
H 3.84449 -4.66733 8.53420 0.1 0.1 0.1 0.037
H 2.75432 -3.75802 9.17407 0.3 -0.1 0.3 -0.018
O 1.17403 -3.38090 10.19048 -0.1 0.3 -0.1 -0.082
H 1.16312 -2.39594 10.09827 0.1 -0.2 0.0 0.024
H 1.50154 -3.54819 11.08384 0.0 0.0 -0.1 0.085
O 0.63042 -0.76624 9.83236 -0.3 -0.1 -0.1 -0.033
H 0.87158 0.06819 9.42035 0.1 0.0 0.2 0.062
H -0.33956 -0.74071 9.89869 0.0 0.3 0.0 0.029
O 2.76319 -3.91968 4.50222 0.0 -0.4 0.6 -0.057
H 1.87615 -3.56087 4.44031 0.1 0.1 -0.1 -0.010
H 3.17538 -3.50581 5.28693 0.1 0.1 -0.7 -0.010
O -0.07744 1.41257 6.82965 0.1 -0.5 0.1 -0.021
H 0.55939 1.64968 7.51426 -0.1 0.2 -0.1 0.060
H -0.51757 0.61737 7.15602 -0.1 0.2 0.1 0.023
O -3.18181 -4.22878 7.15032 -0.5 -0.6 0.3 -0.110
H -2.98452 -3.34643 7.56470 0.1 -0.3 0.0 0.081
H -4.15669 -4.28563 7.13269 0.2 0.2 0.1 0.122
O 0.42829 -6.02690 7.61293 -0.2 -0.4 0.3 -0.093
H 0.76895 -6.42593 8.43268 0.0 0.1 -0.1 0.119
H 1.17434 -5.52831 7.22608 -0.4 0.1 -0.2 0.107
O -1.84949 -4.45655 2.73015 -0.1 -0.3 0.2 -0.055
H -1.00155 -4.19637 2.35300 -0.1 -0.1 0.0 0.050
H -1.73447 -4.38248 3.68680 0.2 0.2 -0.2 -0.035
O 1.36238 0.82674 4.42295 0.1 -0.5 0.4 -0.058
H 2.28364 0.59052 4.57553 0.0 0.0 -0.2 0.053
H 0.93920 0.77911 5.29800 0.0 0.5 -0.2 -0.001
O -0.83543 1.57776 2.90923 0.0 -0.4 0.1 -0.067
H -1.60574 1.00472 2.83999 0.0 0.1 -0.1 0.023
H -0.13147 1.03233 3.30053 -0.1 0.4 -0.2 -0.019

***

50
Properties=species:S:1:pos:R:3:forces:R:3:nbo_charge:R:1 method="wB97M-V/def2-TZVPD" s2=0.767 charge=+1 multiplicity=2 e_homo_ha="-0.4857 / -0.4857" orbital_gap_ev="10.28 / 6.36" largest_force_ha_per_bohr=0.0409
C 0.21816 0.41525 0.68600 -1.6 -1.2 0.5 -0.284
C 0.27533 1.77251 0.76625 -0.1 1.3 -0.7 0.121
N -0.99144 2.32158 0.46868 0.7 -0.4 -0.5 -0.546
C -1.80336 1.32107 0.13662 -1.2 0.2 0.3 0.389
C -1.12023 0.07342 0.35584 0.7 0.9 -0.6 0.061
C -1.73201 -1.23138 0.24156 0.7 -0.6 0.5 -0.271
C -2.16294 -1.77259 -0.88906 0.0 0.0 -0.6 -0.284
C -3.21567 1.48739 -0.25919 0.1 0.0 0.2 -0.691
H 0.87623 -0.34700 1.04393 0.7 0.2 -0.4 0.257
H 1.08971 2.47546 0.85103 0.2 -0.3 0.4 0.250
H -1.15652 3.29881 0.21983 -0.1 0.0 0.3 0.461
H -1.62220 -1.81992 1.14380 0.0 -0.3 0.0 0.262
H -2.21324 -1.20620 -1.80994 0.0 0.2 0.0 0.194
H -2.35031 -2.82931 -1.02096 -0.4 0.0 0.5 0.233
H -3.88054 0.88917 0.36821 0.2 -0.2 0.1 0.281
H -3.32407 1.10900 -1.27661 -0.2 0.2 -0.1 0.269
H -3.54464 2.51544 -0.15765 0.1 0.2 -0.3 0.254
H 1.27413 -0.89900 2.84750 0.5 -0.2 0.1 0.488
H 1.54809 -0.39663 4.19674 0.5 0.3 0.1 0.487
O 1.58577 -0.08402 3.27979 -0.6 -0.5 0.3 -0.953
H 2.16128 -3.14234 2.16943 0.5 -0.3 0.5 0.508
H 2.21791 -3.30616 3.78641 0.3 -0.2 -0.5 0.491
O 1.70183 -3.04069 3.01893 -0.8 0.6 -0.1 -1.001
H 1.99517 -1.12755 -2.16218 0.5 0.1 0.5 0.501
H 2.21944 -2.36417 -1.10156 -0.1 1.0 0.0 0.495
O 2.07081 -2.07589 -2.01225 -0.8 -0.6 -0.8 -1.014
H -1.83340 4.93911 -1.37178 0.6 -0.2 -0.5 0.497
H -0.26088 4.89941 -1.01148 -0.2 -0.1 -0.7 0.466
O -1.09639 5.35866 -0.91226 -0.3 0.2 1.1 -0.944
H 3.78872 0.39459 -3.79106 -0.1 0.0 0.0 0.482
H 2.28972 0.68617 -3.97707 0.0 -0.1 0.0 0.482
O 2.96892 0.54831 -3.30960 -0.1 0.0 0.2 -0.959
H 3.69054 -2.82377 -0.12001 0.2 -0.1 0.2 0.525
H 3.39125 -1.70575 0.95180 0.2 -0.1 -0.2 0.490
O 3.05230 -2.51590 0.55308 -0.1 0.0 0.1 -0.997
H 4.50823 -3.17701 -2.52557 -0.4 0.0 -0.3 0.488
H 3.27499 -4.11103 -2.22634 0.0 0.3 -0.5 0.491
O 4.13297 -3.81583 -1.91734 0.7 -0.4 1.0 -0.964
H -2.93712 0.36847 4.05386 -0.3 0.0 0.4 0.484
H -3.89038 1.55103 3.92230 -0.1 -0.1 0.2 0.452
O -3.82206 0.67500 4.32079 0.2 0.1 -0.5 -0.946
H -0.71022 2.78133 -2.18753 0.0 0.0 -0.4 0.464
H -1.71914 2.30608 -3.22844 0.1 0.1 0.0 0.488
O -1.51542 3.05144 -2.64975 0.1 -0.3 0.3 -0.948
H -0.60244 -0.78882 -3.72910 0.1 0.1 -0.2 0.478
H 0.03108 -1.17421 -2.41974 0.3 0.0 -0.1 0.490
O -0.05147 -0.42269 -3.02659 -0.5 0.0 0.1 -0.968
H -1.32920 0.75357 2.72975 0.0 0.1 0.1 0.450
H -0.26160 0.11280 3.58426 -0.1 0.1 0.0 0.496
O -1.21571 0.07279 3.39665 0.0 -0.1 -0.1 -0.953